(1)
{"formula": "C32H72FN7O2S", "method": "ωB97M-V with the def2-TZVPD basis set", "smiles": "CCCNN(c1ccncc1)S(=O)(=O)F.CCN(CC)CC.CCN(CC)CC.CCN(CC)CC.CCN(CC)CC", "species": ["S", "F", "O", "O", "N", "N", "N", "N", "N", "N", "N", "C", "C", "C", "C", "C", "C", "C", "C", "C", "C", "C", "C", "C", "C", "C", "C", "C", "C", "C", "C", "C", "C", "C", "C", "C", "C", "C", "C", "C", "C", "C", "C", "H", "H", "H", "H", "H", "H", "H", "H", "H", "H", "H", "H", "H", "H", "H", "H", "H", "H", "H", "H", "H", "H", "H", "H", "H", "H", "H", "H", "H", "H", "H", "H", "H", "H", "H", "H", "H", "H", "H", "H", "H", "H", "H", "H", "H", "H", "H", "H", "H", "H", "H", "H", "H", "H", "H", "H", "H", "H", "H", "H", "H", "H", "H", "H", "H", "H", "H", "H", "H", "H", "H", "H"], "xyz": [[-3.997, 8.090, 2.559], [-3.290, 8.813, 3.750], [-5.382, 7.982, 2.843], [-3.707, 8.828, 1.383], [1.089, -0.906, 1.408], [-6.015, 3.332, 1.806], [-0.359, 1.606, -8.126], [-2.252, 6.280, 3.347], [-1.296, -5.272, 7.345], [4.265, 0.035, -3.954], [-3.270, 6.590, 2.406], [0.504, -2.631, 3.202], [-0.950, 6.118, 2.689], [1.350, -1.733, 0.243], [2.261, -0.354, 2.065], [-1.469, 1.867, -9.023], [2.817, -0.006, -4.054], [-0.133, -4.727, 8.020], [0.102, -1.428, 2.341], [-1.060, 3.565, 2.712], [-5.548, 4.130, 0.845], [4.586, 0.491, -6.377], [-0.451, 2.214, -6.809], [-1.927, -7.006, 9.122], [-4.670, 4.725, 3.280], [-1.022, -6.091, 6.177], [-1.761, 3.348, -9.213], [-0.893, -0.850, -7.649], [-0.927, 4.841, 1.860], [-5.544, 3.703, 3.003], [2.237, -2.972, 0.419], [-0.144, -7.335, 6.359], [0.083, 0.223, -8.148], [4.797, -2.075, -2.604], [-2.297, -5.793, 8.259], [-4.685, 5.195, 0.983], [4.826, -0.548, -2.748], [3.176, 0.429, 1.136], [0.788, -3.940, 7.100], [2.158, -1.335, -4.442], [-4.210, 5.519, 2.240], [4.993, -0.323, -5.157], [-1.659, 1.859, -5.933], [3.632, -0.206, 0.375], [-0.584, 2.714, 2.223], [-0.954, -6.893, 9.602], [-2.587, -4.979, 8.931], [1.484, -2.506, 3.663], [-5.880, 3.099, 3.844], [-0.875, 3.878, -9.565], [-2.108, 3.821, -8.294], [2.390, 0.339, -3.108], [3.799, -2.438, -2.361], [-1.223, 1.449, -10.003], [-2.395, 1.368, -8.695], [-1.759, 2.596, -5.133], [1.931, 0.334, 2.848], [-4.347, 4.908, 4.296], [1.133, -1.149, -4.774], [0.460, -5.507, 8.523], [4.331, -0.102, -1.880], [-0.634, 3.715, 3.708], [1.692, -3.806, 0.859], [-2.668, -7.133, 9.914], [-1.546, 0.888, -5.453], [-1.974, -6.390, 5.729], [2.589, -3.305, -0.559], [0.394, -2.038, -0.190], [0.246, -3.137, 6.599], [5.145, -2.586, -3.502], [2.675, -1.836, -5.262], [2.855, -1.135, 2.565], [3.119, -2.772, 1.029], [0.467, 1.991, -6.257], [-2.595, 1.863, -6.493], [0.224, -7.668, 5.385], [1.017, 0.138, -7.583], [5.451, -2.378, -1.783], [-4.378, 5.766, 0.116], [-1.752, 4.827, 1.144], [-2.097, 3.263, 2.877], [-0.970, -0.851, -6.562], [-0.557, -5.455, 5.418], [1.250, -4.574, 6.341], [-0.532, -1.839, -7.940], [-0.431, 3.300, -6.935], [0.730, -7.140, 6.983], [2.096, -2.021, -3.598], [-5.873, 3.886, -0.164], [6.057, -0.145, -4.980], [-1.923, -7.929, 8.544], [-3.203, -6.027, 7.692], [-0.831, 6.936, 1.966], [-0.015, 4.763, 1.265], [-0.697, -8.168, 6.788], [4.696, 1.560, -6.188], [3.556, 0.295, -6.679], [-0.156, 6.114, 3.434], [1.594, -3.489, 7.682], [2.632, 1.233, 0.638], [-0.222, -2.764, 4.008], [-1.893, -0.734, -8.068], [-0.477, -4.048, 8.805], [1.804, -1.100, -0.527], [5.226, 0.231, -7.222], [0.506, -3.557, 2.627], [-0.186, -0.614, 3.014], [-0.812, -1.674, 1.794], [-2.224, 6.898, 4.143], [0.356, -0.024, -9.179], [-2.547, 3.474, -9.960], [2.506, 0.751, -4.780], [5.869, -0.223, -2.676], [3.987, 0.878, 1.712], [4.893, -1.392, -5.401]]}



(2)
{"formula": "C32H73N5O19", "method": "ωB97M-V with the def2-TZVPD basis set", "de_lowest_ev": 0.0000, "species": ["O", "O", "O", "O", "O", "O", "O", "O", "O", "O", "O", "O", "O", "O", "O", "O", "O", "O", "O", "N", "N", "N", "N", "N", "C", "C", "C", "C", "C", "C", "C", "C", "C", "C", "C", "C", "C", "C", "C", "C", "C", "C", "C", "C", "C", "C", "C", "C", "C", "C", "C", "C", "C", "C", "C", "C", "H", "H", "H", "H", "H", "H", "H", "H", "H", "H", "H", "H", "H", "H", "H", "H", "H", "H", "H", "H", "H", "H", "H", "H", "H", "H", "H", "H", "H", "H", "H", "H", "H", "H", "H", "H", "H", "H", "H", "H", "H", "H", "H", "H", "H", "H", "H", "H", "H", "H", "H", "H", "H", "H", "H", "H", "H", "H", "H", "H", "H", "H", "H", "H", "H", "H", "H", "H", "H", "H", "H", "H", "H"], "xyz": [[0.971, -3.180, -2.663], [1.776, -2.675, -6.714], [3.283, -0.062, -1.613], [-3.872, -3.218, -4.063], [-1.555, -0.216, -1.546], [1.007, 4.671, 0.073], [1.157, -4.311, 0.811], [4.395, -1.967, -1.247], [-6.016, 0.371, -0.476], [-1.079, 3.932, 0.310], [3.779, -1.449, -3.321], [4.607, 1.000, 7.251], [-6.144, 2.081, 1.673], [4.289, 1.324, 5.079], [-3.445, 2.785, -4.637], [6.086, 2.206, 6.068], [-0.152, 5.257, 1.884], [2.199, 3.389, 6.952], [-2.242, -0.900, 4.035], [0.202, -5.289, -3.059], [-0.045, -0.435, 0.120], [0.780, -0.859, -5.772], [1.944, 4.371, 4.914], [-4.603, 3.465, 2.613], [3.320, 0.423, 7.000], [-0.156, -4.116, 1.355], [1.542, -1.971, -5.737], [0.771, 3.951, -1.162], [2.552, 4.178, 6.102], [-0.523, -0.692, -1.112], [-0.092, 4.698, 0.834], [5.092, 1.581, 6.131], [4.989, -2.998, -2.050], [-4.658, 0.149, -0.756], [-3.552, 2.479, 2.647], [3.790, -1.040, -2.039], [-0.554, -4.917, -4.235], [-4.287, 4.787, 3.130], [1.843, 2.924, -1.375], [2.458, 5.282, 3.950], [-2.995, 1.585, -3.998], [-0.809, 0.342, 1.057], [-0.150, -6.537, -2.440], [-5.782, 3.195, 2.016], [0.874, -4.354, -2.358], [0.773, 3.643, 4.542], [2.688, -0.425, 4.681], [-3.062, -2.199, -4.631], [4.708, -4.352, -1.435], [0.514, -0.038, -4.618], [-3.656, -0.876, 4.271], [0.290, -0.328, -7.033], [4.324, -2.772, -3.410], [3.031, 0.765, 5.529], [1.249, -0.948, 0.559], [-0.675, 3.416, -0.979], [1.992, -2.218, -4.772], [-4.037, 0.108, 4.020], [5.007, -2.835, -4.254], [5.311, -4.460, -0.535], [-2.076, 1.757, -3.449], [-0.735, 0.022, -6.908], [0.507, -6.741, -1.593], [1.635, -1.689, -0.139], [1.378, -4.800, -1.488], [-0.725, 2.326, -0.933], [2.284, 1.543, 5.427], [-3.942, 4.746, 4.162], [3.444, 4.811, 6.237], [1.776, 2.513, -2.385], [-4.178, -1.516, 3.547], [-4.341, -3.696, -4.750], [-3.508, 5.254, 2.517], [1.061, 0.913, -4.759], [1.669, -0.772, 4.875], [2.586, 0.828, 7.691], [-1.818, 0.412, 0.645], [-2.799, 0.801, -4.741], [0.819, -0.433, -3.656], [-4.402, 2.771, -4.701], [-3.288, 2.166, 3.659], [1.982, -0.182, 0.796], [0.051, -7.366, -3.129], [-0.134, -3.709, 2.369], [-2.168, -2.637, -5.098], [0.181, -1.281, -1.710], [-3.563, -1.674, -5.452], [-1.941, -1.773, 4.301], [-0.235, -3.983, -4.676], [-5.159, 5.436, 3.064], [-3.733, 1.198, -3.295], [-0.814, -0.130, 2.037], [4.991, -5.154, -2.124], [-3.866, -1.196, 5.288], [-4.578, -0.717, -1.408], [-4.079, -0.089, 0.154], [-3.832, 1.616, 2.049], [1.720, -4.525, 1.561], [2.963, 4.776, 3.120], [3.387, -0.659, 7.143], [3.492, -3.458, -3.588], [2.708, -0.179, 3.620], [-2.782, -1.537, -3.818], [-4.168, 1.034, -1.178], [0.923, 0.503, -7.361], [2.849, 3.333, -1.297], [0.305, -1.108, -7.788], [0.771, 4.691, -1.965], [-1.628, -4.868, -4.020], [3.372, -1.250, 4.893], [-2.655, 2.931, 2.214], [-6.052, 1.045, 0.223], [1.047, -1.573, 1.444], [1.680, 5.877, 3.470], [6.072, -2.867, -2.084], [-1.351, 3.774, -1.751], [1.749, 2.095, -0.669], [3.154, 5.979, 4.416], [-0.434, -5.721, -4.969], [0.520, 2.806, 5.186], [-0.741, -3.507, 0.670], [-0.676, -5.081, 1.456], [-1.196, -6.578, -2.135], [-0.110, 4.278, 4.476], [-0.474, 1.385, 1.130], [-0.524, 0.294, -4.547], [0.940, 3.219, 3.544], [3.643, -4.495, -1.252], [-6.407, 4.087, 1.867]]}



(3)
{"formula": "C32H74F9N6O5S", "method": "ωB97M-V with the def2-TZVPD basis set", "total_charge": 1, "species": ["S", "F", "F", "F", "F", "F", "F", "F", "F", "F", "O", "O", "O", "O", "O", "N", "N", "N", "N", "N", "N", "C", "C", "C", "C", "C", "C", "C", "C", "C", "C", "C", "C", "C", "C", "C", "C", "C", "C", "C", "C", "C", "C", "C", "C", "C", "C", "C", "C", "C", "C", "C", "C", "H", "H", "H", "H", "H", "H", "H", "H", "H", "H", "H", "H", "H", "H", "H", "H", "H", "H", "H", "H", "H", "H", "H", "H", "H", "H", "H", "H", "H", "H", "H", "H", "H", "H", "H", "H", "H", "H", "H", "H", "H", "H", "H", "H", "H", "H", "H", "H", "H", "H", "H", "H", "H", "H", "H", "H", "H", "H", "H", "H", "H", "H", "H", "H", "H", "H", "H", "H", "H", "H", "H", "H", "H", "H"], "xyz": [[-8.031, 0.055, -2.326], [-6.376, 0.458, -4.434], [-7.518, -0.686, -0.871], [-8.895, -1.405, -2.743], [-8.736, 0.751, -3.766], [-7.358, 1.583, -1.940], [-6.940, -1.813, -3.975], [-4.794, 0.221, -1.490], [-9.464, 0.551, -1.500], [-5.184, -2.195, -1.817], [-3.947, -2.109, 2.023], [-2.190, 1.915, 5.351], [6.253, 3.322, -0.679], [1.633, -3.024, 3.595], [0.228, -1.675, -5.567], [-0.572, -4.418, -5.257], [2.094, -1.370, 5.901], [-1.616, 0.060, 7.471], [7.689, 4.070, -3.054], [-2.511, -1.360, -0.352], [-0.962, 3.290, -2.753], [-3.955, -0.894, -3.579], [-0.170, -3.926, -6.583], [2.705, -3.636, 6.568], [-2.086, -0.826, 0.952], [-3.327, -3.114, 2.811], [2.066, 3.201, -0.219], [-0.468, 0.885, -3.425], [-2.038, 0.969, -2.861], [-5.195, -0.826, -2.457], [1.607, 2.764, -2.913], [2.637, 2.569, -1.650], [9.367, 3.861, -1.295], [1.630, -1.460, -5.631], [6.873, 2.317, 0.108], [6.964, 4.563, -0.719], [-2.171, 2.637, -2.862], [1.575, -2.735, 6.079], [-0.310, -2.389, -6.684], [-3.714, 1.146, 8.081], [1.236, -4.429, -6.894], [-3.260, 0.560, -3.872], [0.887, -3.253, 4.795], [-1.965, 2.400, 6.678], [8.114, 4.604, -1.751], [3.147, 1.014, -1.519], [-0.833, -1.569, 1.407], [-3.547, 1.954, 4.936], [2.638, -3.992, 3.337], [-6.552, -0.511, -3.314], [-3.236, -0.868, 1.984], [-2.231, 1.358, 7.789], [0.094, 2.206, -2.617], [9.622, 4.120, -0.263], [-1.381, -2.149, -6.696], [7.380, 2.731, 0.985], [-1.543, -4.153, -5.091], [-1.926, -0.200, 6.530], [3.612, -3.542, 5.965], [-0.611, 0.194, 7.363], [-2.890, -0.585, 2.985], [6.096, 1.629, 0.453], [1.367, 2.382, 0.284], [-0.036, 1.883, -1.495], [2.250, 0.254, -1.566], [-3.565, 2.021, 3.844], [-1.805, 0.225, 0.816], [2.924, 3.437, 0.542], [2.399, -4.687, 6.563], [2.157, -2.300, -5.176], [3.817, 0.863, -0.557], [-0.364, 0.893, -4.593], [7.310, 4.846, 0.283], [-2.805, 0.531, -4.974], [-0.578, -1.310, 2.440], [-3.295, -0.803, -0.692], [-3.842, 0.610, 9.029], [1.940, -4.245, -6.079], [8.395, 5.655, -1.887], [2.814, -4.018, 2.258], [-0.894, 4.334, -2.772], [-4.237, 2.103, 8.168], [1.862, -0.568, -5.042], [-3.122, -1.650, -3.179], [-3.187, 3.246, -2.962], [-2.628, -3.689, 2.200], [1.630, -3.958, -7.800], [7.572, 1.742, -0.502], [-4.354, -1.333, -4.590], [-0.052, -3.875, -4.561], [-0.901, 2.666, 6.715], [1.223, -5.512, -7.064], [-4.104, -3.802, 3.155], [0.021, -1.298, 0.777], [-3.979, -0.115, 1.690], [3.606, 3.214, -1.912], [10.221, 4.133, -1.926], [7.274, 3.149, -2.884], [9.260, 2.775, -1.358], [-0.843, -4.366, -7.330], [3.573, -3.696, 3.815], [2.063, 2.330, -3.924], [6.905, 4.627, -3.394], [-0.050, -2.696, 4.668], [-0.940, -2.655, 1.344], [6.221, 5.316, -1.012], [1.483, 4.226, -0.391], [2.672, -1.374, 5.054], [1.978, -1.297, -6.655], [-4.054, 1.430, -3.879], [1.318, -0.755, 5.658], [2.342, -4.994, 3.662], [-4.050, 1.026, 5.215], [-1.773, 1.737, 8.710], [1.513, 3.940, -3.092], [-2.139, 0.503, -1.767], [0.816, -2.712, 6.871], [-2.522, 3.328, 6.853], [-2.926, -2.281, -0.181], [-2.820, -2.700, 3.687], [0.101, -2.007, -7.626], [0.076, -0.018, -2.881], [3.829, 0.760, -2.463], [0.607, -4.309, 4.884], [2.981, -3.376, 7.597], [-4.214, 0.552, 7.312], [-4.081, 2.817, 5.344]]}



Going through the records in order, we get LUMO level values of 0.2283 -0.0176 -4.4570 eV.
Going through the records in order, we get HOMO level values of -8.1421 -9.0731 -10.7997 eV.
Going through the records in order, we get HOMO-LUMO gap values of 8.370 9.056 6.343 eV.